An isolated molecule of C3H4N4O2S. Source: the OMol25 dataset; level of theory: ωB97M-V/def2-TZVPD.

The geometry in XYZ format:
```
14
Properties=species:S:1:pos:R:3:forces:R:3:nbo_charge:R:1
C -0.297 -0.432 -1.909 -2.36 1.59 -0.25 -0.104
C 1.100 -0.677 0.008 0.06 0.43 1.40 -0.092
C -0.854 0.823 0.262 -2.49 1.21 0.44 -0.112
N 0.479 -1.021 -2.762 0.56 -0.46 1.43 0.045
N 1.284 -1.654 -3.242 -0.26 0.37 -0.41 0.093
N 0.064 -0.150 -0.553 0.04 -0.02 0.09 -0.422
N -0.665 0.587 1.657 1.40 -1.73 0.05 -0.786
O 1.059 -0.940 2.800 -0.33 -2.57 1.70 -0.911
O 1.825 1.198 1.959 -1.04 -1.53 -1.02 -0.919
S 0.983 0.011 1.791 1.29 4.50 -2.09 2.137
H -1.292 -0.022 -2.212 1.34 -0.63 0.00 0.230
H -0.548 1.911 0.210 -0.30 -1.28 -1.27 0.244
H -2.038 0.660 0.105 2.96 0.38 -0.45 0.229
H -1.099 -0.295 1.884 -0.87 -0.25 0.40 0.368
```
Positions in Å, forces in eV/Å.

Properties
HOMO-LUMO gap: 0.3251 hartree
HOMO level: -9.35 eV
Relative energy (zero: lowest compared OMol25 entry of this formula, charge and spin): 511.2 kJ/mol